Entry 1:
Density functional theory data (ωB97M-V/def2-TZVPD) for the molecule C2H3NO2S.

Total charge   0
Energy relative to the best compared isomer or geometry (same formula, charge and spin)   357.1 kJ/mol
SMILES string   O=CN(O)C=S
Lowest unoccupied orbital energy   -0.6 eV
HOMO-LUMO gap   9.009 eV

The geometry in XYZ format:
```
9
Properties=species:S:1:pos:R:3:lowdin_charge:R:1
O -2.74 0.13 -0.14 0.059
C -1.80 -0.65 0.00 -0.159
N -0.45 0.00 0.29 -0.210
O -0.23 1.31 0.00 -0.094
C 0.71 -0.75 -0.07 -0.666
S 2.12 -0.06 -0.06 0.789
H -1.79 -1.76 0.06 0.141
H 0.82 1.40 0.21 0.042
H 0.49 -1.84 0.21 0.098
```



Entry 2:
Density functional theory data (ωB97M-V/def2-TZVPD) for a cluster of 2 separate species, H8N3OPSi in total.

Total charge   0
Energy relative to the best compared isomer or geometry (same formula, charge and spin)   234.1 kJ/mol
Lowest unoccupied orbital energy (spin up / spin down)   -0.2 / -0.2 eV
HOMO-LUMO gap (spin up / spin down)   8.288 / 8.289 eV

The geometry in XYZ format:
```
14
Properties=species:S:1:pos:R:3:lowdin_charge:R:1
N -1.60 1.40 -0.11 -0.085
N -2.43 -0.28 -1.62 -0.059
N 0.48 -1.21 -0.37 -0.302
O -2.70 -0.86 0.92 -0.262
Si 1.52 -0.67 0.83 0.320
P -1.97 -0.15 -0.07 0.505
H -0.98 1.58 -0.92 0.078
H -1.29 1.83 0.81 0.112
H -2.82 -1.10 -2.03 0.064
H -2.06 0.38 -2.30 0.073
H 0.04 -2.04 0.00 -0.091
H 1.04 0.37 1.63 -0.139
H 2.04 -1.71 1.71 -0.097
H 2.55 -0.16 0.01 -0.116
```



Entry 3:
Density functional theory data (ωB97M-V/def2-TZVPD) for a structure of composition C33H97KO19.

Total charge   0
Lowest unoccupied orbital energy   -0.3 eV
HOMO-LUMO gap   8.450 eV

The geometry in XYZ format:
```
150
Properties=species:S:1:pos:R:3:lowdin_charge:R:1
K -4.33 -0.49 -0.99 0.878
O 0.41 -1.06 -0.77 0.103
C -0.71 -0.52 -0.27 -0.782
O -1.62 -0.11 -1.01 -0.092
O -0.92 -0.50 0.97 -0.020
H 0.68 -1.37 0.10 0.115
C -1.40 -0.32 -4.94 -0.038
C -2.68 0.59 -4.87 -0.269
O -3.36 0.21 -3.68 -0.153
H -0.65 -0.01 -4.20 0.063
H -0.95 -0.14 -5.91 0.073
H -1.71 -1.35 -4.78 0.063
H -3.41 0.35 -5.64 0.109
H -2.69 1.67 -5.04 0.087
H -2.66 0.39 -3.04 0.018
C -1.56 3.14 0.55 -0.066
C -3.01 2.92 0.81 -0.318
O -3.21 1.55 0.96 -0.122
H -1.21 2.69 -0.38 0.081
H -0.95 2.87 1.41 0.086
H -1.38 4.20 0.38 0.063
H -3.66 3.24 -0.01 0.099
H -3.46 3.50 1.62 0.109
H -2.34 1.14 0.88 0.026
C 0.47 5.43 -1.23 -0.113
C 1.37 6.17 -2.10 -0.352
O 0.92 6.21 -3.44 -0.072
H -0.29 6.19 -1.04 0.078
H 0.93 5.31 -0.25 0.086
H -0.08 4.59 -1.64 0.062
H 2.34 5.68 -2.04 0.104
H 1.60 7.20 -1.80 0.116
H 1.59 5.92 -4.06 0.082
C 5.18 -2.72 -0.62 -0.105
C 5.57 -1.39 -0.19 -0.356
O 5.59 -1.24 1.20 -0.063
H 4.94 -2.81 -1.68 0.074
H 4.21 -2.82 -0.14 0.047
H 5.74 -3.65 -0.49 0.084
H 4.88 -0.65 -0.62 0.096
H 6.49 -1.17 -0.73 0.110
H 5.43 -0.32 1.45 0.017
C -0.94 -7.51 -0.42 -0.056
C -1.11 -6.39 0.63 -0.337
O -0.48 -6.62 1.84 -0.069
H 0.09 -7.42 -0.77 0.077
H -1.57 -7.24 -1.27 0.053
H -1.25 -8.47 -0.02 0.077
H -2.17 -6.24 0.83 0.099
H -0.79 -5.44 0.20 0.105
H -0.84 -7.42 2.23 0.105
C -2.23 4.25 -4.02 -0.073
C -3.29 3.94 -2.97 -0.325
O -4.35 4.84 -3.16 -0.066
H -1.93 5.30 -3.98 0.079
H -2.56 3.93 -5.01 0.066
H -1.42 3.54 -3.86 0.060
H -2.91 4.17 -1.98 0.086
H -3.57 2.90 -2.85 0.101
H -4.25 5.51 -2.49 0.084
C -1.96 1.18 4.49 -0.043
C -3.11 2.24 4.75 -0.305
O -2.35 3.35 5.09 -0.076
H -1.20 1.12 5.27 0.078
H -1.53 1.30 3.49 0.059
H -2.54 0.26 4.45 0.061
H -3.78 1.89 5.54 0.107
H -3.73 2.38 3.86 0.074
H -2.95 4.05 5.35 0.090
C -3.46 -3.56 2.84 -0.057
C -2.66 -3.21 1.60 -0.342
O -3.27 -2.11 1.11 -0.143
H -4.50 -3.69 2.54 0.076
H -3.63 -2.74 3.54 0.069
H -3.04 -4.46 3.30 0.075
H -2.91 -4.00 0.88 0.098
H -1.60 -2.98 1.60 0.120
H -2.64 -1.40 1.15 0.034
C 2.61 -4.82 0.71 -0.072
C 1.91 -4.09 1.86 -0.323
O 1.55 -4.91 2.95 -0.071
H 2.18 -5.82 0.61 0.063
H 3.60 -5.02 1.12 0.077
H 2.73 -4.31 -0.24 0.056
H 1.01 -3.57 1.52 0.090
H 2.60 -3.35 2.26 0.099
H 0.82 -5.47 2.70 0.032
C 3.07 -0.23 3.14 -0.057
C 2.32 -0.64 4.51 -0.266
O 2.44 0.42 5.45 -0.101
H 3.13 -1.10 2.49 0.040
H 4.09 0.15 3.24 0.057
H 2.41 0.49 2.65 0.057
H 2.72 -1.56 4.94 0.106
H 1.28 -0.84 4.27 0.093
H 2.16 1.30 5.18 0.032
C 1.77 2.15 -2.46 -0.062
C 2.97 1.57 -3.21 -0.327
O 3.57 0.65 -2.37 -0.088
H 2.09 2.60 -1.52 0.072
H 0.99 1.40 -2.29 0.062
H 1.33 2.88 -3.13 0.062
H 3.67 2.39 -3.34 0.106
H 2.79 1.13 -4.19 0.098
H 3.10 -0.17 -2.51 0.030
C 2.84 4.43 4.31 -0.072
C 1.56 3.89 3.68 -0.286
O 1.03 2.99 4.69 -0.119
H 3.36 3.49 4.47 0.071
H 2.59 4.96 5.23 0.085
H 3.39 4.96 3.53 0.072
H 1.75 3.18 2.87 0.099
H 0.80 4.64 3.48 0.111
H 0.07 3.00 4.79 0.046
C 2.32 -1.98 -4.69 -0.060
C 1.90 -2.51 -3.33 -0.283
O 2.46 -1.87 -2.17 -0.103
H 3.30 -2.41 -4.90 0.075
H 2.37 -0.89 -4.68 0.054
H 1.69 -2.43 -5.44 0.076
H 2.25 -3.54 -3.26 0.110
H 0.82 -2.51 -3.27 0.097
H 1.72 -1.47 -1.70 0.020
C 5.79 2.69 -0.54 -0.073
C 4.70 2.22 0.38 -0.281
O 5.38 1.47 1.41 -0.110
H 6.61 3.15 0.01 0.078
H 5.58 3.46 -1.28 0.067
H 6.07 1.87 -1.20 0.078
H 3.85 1.65 0.01 0.100
H 4.18 3.01 0.92 0.101
H 5.77 2.10 2.01 0.099
C -7.37 1.78 3.07 -0.062
C -5.97 1.15 2.81 -0.334
O -5.99 -0.07 2.15 -0.060
H -8.02 1.85 2.19 0.070
H -7.23 2.70 3.63 0.071
H -7.97 1.13 3.71 0.066
H -5.43 1.14 3.76 0.094
H -5.37 1.85 2.22 0.084
H -5.24 -0.56 2.50 0.072
C -2.00 -4.15 -2.96 -0.067
C -1.61 -5.33 -3.90 -0.281
O -0.32 -4.93 -4.39 -0.085
H -2.95 -4.37 -2.49 0.067
H -2.13 -3.22 -3.51 0.055
H -1.28 -4.06 -2.14 0.067
H -2.38 -5.51 -4.65 0.106
H -1.55 -6.25 -3.32 0.084
H 0.07 -5.68 -4.84 0.082
```